Entry 1:
Below is a molecular structure, C16H21BFN6O6Se2Tc, with properties calculated with ωB97M-V with the def2-TZVPD basis set.

```
54
C16H21BFN6O6Se2Tc (ωB97M-V with the def2-TZVPD basis set)
Tc -0.69029 -0.06864 -0.45247
Se 2.04131 2.59202 0.61014
Se 1.02134 -1.79224 0.29558
F -0.38522 0.98459 1.18114
O 5.48911 0.68184 2.40634
O -5.01732 -4.53920 1.67108
O -4.01580 -5.06431 -0.23592
O -3.18750 -2.74967 -2.29690
O -1.51967 -1.30472 -1.86313
O 1.32935 0.10027 2.86531
N -2.33907 2.34924 -1.58045
N 0.44432 0.94000 -1.90158
N -1.89729 -1.37853 0.62806
N -2.32422 1.26745 -0.78477
N -2.03845 -1.59282 1.92909
N -0.01034 1.89949 -2.73509
C -2.85313 -2.64120 2.14225
C 1.60159 0.49691 -2.40388
C -4.10030 -4.30866 0.67992
C 3.38101 -0.01756 1.39618
C 2.88815 -1.24858 0.59941
C -3.46597 1.26986 -0.09419
C -3.25291 -3.11486 0.90509
C 2.72769 0.23647 2.77392
C -3.47702 3.02354 -1.39416
C 3.43811 1.25691 0.52016
C 0.86269 2.06568 -3.72961
C 4.85541 -0.36987 1.67524
C 1.92156 1.18873 -3.56300
C -2.59611 -2.27717 -0.03319
C -2.46633 -2.13907 -1.54288
C -4.24213 2.36860 -0.44526
B -1.25311 2.84302 -2.59776
H 3.04374 1.23425 3.10094
H -1.76254 2.89752 -3.69473
H -5.21097 2.64630 -0.06956
H 4.29128 1.85283 0.86140
H -3.66389 3.92316 -1.95679
H 4.88932 -1.29919 2.25356
H 3.40045 -1.21619 -0.36646
H -3.02806 -3.00629 3.14100
H -1.43887 -1.07987 2.56151
H -0.88338 3.93765 -2.23049
H -5.09044 -3.75810 2.22980
H 6.40009 0.42775 2.56914
H 3.26472 -2.14322 1.10205
H 0.89323 0.61495 2.16279
H 3.62550 0.99227 -0.52036
H 2.78042 1.06034 -4.19764
H -3.66170 0.49283 0.62530
H 0.66893 2.80259 -4.49126
H 3.14021 -0.47946 3.49099
H 2.09878 -0.32366 -1.91805
H 5.37371 -0.53397 0.72220
```

The total energy is -6410.8244 Eh. As for the net charge: -1. The HOMO-LUMO gap (spin up / spin down) comes out at 6.66 / 5.80 eV. As for the spin multiplicity: 4. For the highest occupied orbital energy (spin up / spin down), the calculation gives -4.3 / -4.4 eV.

---

Entry 2:
Below is a molecular structure, C16H21Br27N2O in a non-equilibrium geometry, with properties calculated with ωB97M-V with the def2-TZVPD basis set.

```
67
C16H21Br27N2O (ωB97M-V with the def2-TZVPD basis set)
Br -1.76016 6.38203 1.94712
Br 6.76767 1.91597 0.72611
Br 8.11566 3.27786 -6.07524
Br 7.39272 -0.37295 -1.40109
Br -6.76533 -7.45515 3.36300
Br 9.33861 -3.77598 -2.30482
Br 4.35358 -1.86404 0.18735
Br 2.02495 -5.82326 -3.78577
Br -0.81911 -5.84663 -2.34148
Br 11.31429 -1.52652 -1.18975
Br 12.44533 -3.88558 -3.00959
Br 6.66359 2.56277 -2.39879
Br -6.87224 3.96884 3.59650
Br -3.94618 -4.28486 2.98283
Br -1.74605 9.22968 3.39084
Br 11.28366 3.15932 -5.72965
Br -3.95003 3.21603 2.56522
Br 9.44168 0.94965 -4.35367
Br 3.63915 -0.15885 -2.41565
Br 1.56959 -2.30576 -1.29118
Br -4.32215 5.51834 4.73146
Br -8.58423 -4.90095 3.91460
Br -4.44057 8.09579 2.12098
Br -8.52089 -6.20969 1.01255
Br -5.69896 -3.03702 0.63423
Br 1.84957 -5.84475 -0.60666
Br -5.74134 -1.70484 3.52608
O -3.97668 3.61538 -0.50426
N -2.79334 1.73505 0.42833
N -0.91905 0.39835 2.32801
C 3.42491 -1.84054 -1.49973
C 9.57613 2.78551 -4.92142
C -2.51765 8.15103 1.99384
C -5.56394 -3.34473 2.53075
C 1.02109 -6.40943 -2.24807
C 7.48871 1.50802 -1.01219
C 0.32056 1.23120 0.41874
C 10.93853 -2.74929 -2.63054
C -1.76492 -0.43633 0.24430
C -5.08616 1.43766 -0.00663
C -2.86932 0.48478 -0.38924
C -8.39178 -6.53269 2.90599
C -3.93345 2.49038 -0.09236
C -5.09509 4.61666 3.21956
C -0.77987 0.38868 1.06620
C -4.33936 0.05642 -0.11674
H -4.87103 -0.44753 -0.92642
H -0.13194 2.13078 -0.00444
H 8.53621 1.77430 -0.99313
H -1.26028 -1.01806 -0.53509
H 1.03007 1.59382 1.16469
H -5.18357 5.34676 2.42580
H 3.87421 -2.60192 -2.12191
H 10.75932 -2.15361 -3.51447
H -2.23973 -1.17302 0.89428
H -9.21525 -7.17628 3.17979
H -4.44561 -0.54278 0.78826
H -2.27659 8.62468 1.05350
H -5.86961 1.63537 -0.73288
H 0.92378 0.70201 -0.32590
H -5.43484 1.54218 1.01934
H -0.21563 0.99007 2.76351
H 9.50109 3.39789 -4.03385
H -3.21833 1.37092 1.28240
H -6.39330 -3.97839 2.81419
H 1.02619 -7.48955 -2.25606
H -2.66725 0.60676 -1.45171
```

The total energy is -70305.2407 Eh. As for the net charge: 0. The HOMO-LUMO gap comes out at 9.16 eV. For the highest occupied orbital energy, the calculation gives -9.4 eV.

---

Entry 3:
Below is C16H21F2N3O in the gas phase in a non-equilibrium geometry, with properties calculated with ωB97M-V with the def2-TZVPD basis set.

```
43
C16H21F2N3O (ωB97M-V with the def2-TZVPD basis set)
F -3.20860 1.41751 -2.94456
F -4.31385 -0.91126 -3.87957
O 0.53042 1.20053 4.32540
N 1.34832 1.22606 1.06438
N -1.31482 0.22460 1.56545
N -0.78699 0.25129 2.78674
C -2.07522 -0.73527 1.21739
C 3.02698 -0.55161 0.70974
C 1.67887 -1.42856 -1.29035
C 0.82371 1.01120 -1.35700
C 0.67765 2.04523 2.05473
C -3.78035 -0.86259 -2.64902
C 2.56218 0.62213 1.57854
C -2.67271 -0.76853 -0.10152
C -3.25285 -1.94293 -0.58239
C 1.71201 -0.06446 -1.98612
C 1.48527 1.84313 -0.24479
C -3.80045 -1.99227 -1.84956
C -3.21642 0.31796 -2.17360
C 0.15931 1.16424 3.17558
C -2.66865 0.37038 -0.91010
C 1.84029 -1.39732 0.23000
H 3.71941 -1.15381 1.29989
H 0.93126 -0.98581 0.66616
H -2.24653 1.29087 -0.54299
H -2.29402 -1.57599 1.88598
H 2.54187 2.01200 -0.48659
H -4.24653 -2.89570 -2.23376
H 2.46844 -2.04695 -1.72586
H 0.72436 -1.91235 -1.51557
H 3.38020 1.35961 1.67246
H -0.18221 2.52614 1.58461
H 1.38840 -0.22416 -3.01796
H -1.06069 -0.45049 3.48205
H 0.52144 1.70238 -2.14677
H 2.34061 0.25060 2.58232
H -0.07527 0.55035 -0.95082
H 3.58515 -0.17822 -0.14681
H 1.33164 2.81319 2.50238
H 2.73763 0.30636 -2.03828
H 1.94254 -2.42619 0.58088
H 1.00379 2.82525 -0.22794
H -3.26559 -2.82651 0.03725
```

The total energy is -1061.4896 Eh. As for the net charge: 0. The HOMO-LUMO gap comes out at 8.54 eV. The SMILES is O=C(CN1CCCCCCC1)N/N=C/c1ccc(F)c(F)c1. For the highest occupied orbital energy, the calculation gives -8.4 eV.

---

Entry 4:
Below is C16H21F2NO2 in the gas phase in a non-equilibrium geometry, with properties calculated with ωB97M-V with the def2-TZVPD basis set.

```
42
C16H21F2NO2 (ωB97M-V with the def2-TZVPD basis set)
F -6.27587 1.54976 -0.09358
F -6.36796 0.09385 -1.67718
O -5.91843 -0.61326 0.40991
O 0.19457 -1.62008 1.58063
N 1.93938 -0.69471 -0.38391
C -3.94955 -1.61604 1.21243
C 4.27031 -1.15341 -0.98917
C 1.49680 2.74579 1.27419
C -6.59275 0.25481 -0.34792
C 2.22716 0.70836 -0.08793
C 2.81306 -1.20225 -1.42793
C -2.57998 -1.74934 1.25264
C 3.68446 0.82354 0.37051
C -4.52319 -0.66752 0.37216
C -2.34865 -0.00913 -0.37649
C 1.29341 1.25956 0.99687
C -1.75606 -0.95814 0.44832
C -0.28425 -1.18290 0.56232
C -3.72471 0.14366 -0.41707
C 0.54685 -0.94766 -0.68927
C 4.65025 0.28519 -0.67630
H 4.90297 -1.56386 -1.77828
H 0.10571 -0.16985 -1.33291
H -4.59410 -2.22751 1.82262
H -1.74921 0.65113 -0.98388
H -7.67023 0.12227 -0.16320
H 1.47058 3.31610 0.34729
H 2.44407 2.93571 1.77045
H 4.38775 -1.76509 -0.09413
H 0.70209 3.10999 1.92130
H 3.91722 1.86739 0.57849
H 2.69564 -0.62567 -2.36656
H -2.11692 -2.47229 1.90672
H 4.58500 0.88922 -1.58534
H 0.47654 -1.89197 -1.24227
H 5.67588 0.34221 -0.30714
H 3.79438 0.25033 1.29208
H 1.44309 0.68382 1.91076
H 2.09293 1.32024 -1.00690
H 0.25476 1.12072 0.69096
H 2.53407 -2.23964 -1.63053
H -4.14708 0.89668 -1.06277
```

The total energy is -1027.2562 Eh. As for the net charge: 0. The HOMO-LUMO gap comes out at 9.11 eV. The SMILES is CC[C@H]1CCCCN1CC(=O)c1ccc(OC(F)F)cc1. For the highest occupied orbital energy, the calculation gives -8.7 eV.

---

Entry 5:
Below is C16H21F3N2O3 in the gas phase, with properties calculated with ωB97M-V with the def2-TZVPD basis set.

```
45
C16H21F3N2O3 (ωB97M-V with the def2-TZVPD basis set)
F -1.36708 0.09558 -2.22252
F 0.77108 0.13139 -2.45186
F -0.30710 -1.72578 -2.55501
O 1.39122 -2.67414 -0.48390
O 2.27384 -0.71260 0.16661
O 0.02440 -1.91236 2.00200
N 0.00256 0.52684 0.25687
N -1.09765 -1.63737 0.08451
C 3.54369 -1.32561 0.43667
C -1.95239 -3.26451 1.65542
C -0.90862 -2.23208 1.29931
C -0.72977 3.15452 -0.80234
C -1.47314 3.92447 -2.95939
C 0.57054 3.10592 -1.28641
C -1.03977 2.69858 0.59520
C -0.17423 3.87077 -3.43430
C 1.30387 -1.50637 -0.22401
C 3.61547 -1.75977 1.89216
C -0.04425 -0.74097 -0.39052
C -1.74803 3.56512 -1.65209
C -0.23543 -0.55131 -1.91004
C -1.87641 -3.65367 3.12594
C 0.84674 3.46045 -2.59454
C -1.25095 1.17877 0.60714
H 1.86115 3.41015 -2.96157
H 1.36667 2.77525 -0.63703
H 3.66876 -2.18331 -0.23079
H -1.94774 3.18038 0.96113
H -2.27503 4.24257 -3.60993
H -2.94167 -2.87491 1.40648
H -2.76525 3.60242 -1.28737
H -2.00936 0.92087 -0.13298
H 4.28495 -0.55804 0.20680
H 3.52658 -0.89808 2.54850
H -1.76516 -4.13855 1.02576
H -0.21587 2.94575 1.26611
H 2.80003 -2.44507 2.11021
H -2.58851 -4.44429 3.34698
H -1.61160 0.85613 1.59445
H -0.87514 -4.00079 3.36549
H 4.56243 -2.25685 2.08070
H 0.04076 4.14569 -4.45654
H -1.78143 -1.99393 -0.56418
H 0.62289 0.49439 1.05672
H -2.09606 -2.79565 3.75617
```

The total energy is -1257.1760 Eh. As for the net charge: 0. The HOMO-LUMO gap comes out at 9.67 eV. The SMILES is CCOC(=O)[C@](NCCc1ccccc1)(NC(=O)CC)C(F)(F)F. For the highest occupied orbital energy, the calculation gives -8.9 eV.

---

Entry 6:
Below is a molecular structure, C16H21MnN3O5 in a non-equilibrium geometry, with properties calculated with ωB97M-V with the def2-TZVPD basis set.

```
46
C16H21MnN3O5 (ωB97M-V with the def2-TZVPD basis set)
Mn 0.19986 0.17569 -0.49915
O 1.21532 1.75689 1.02880
O -0.29336 -2.90696 -3.29761
O 2.34646 -0.24241 -0.30511
O 0.59526 2.02219 -4.17473
O -0.14151 -1.24088 0.85662
N -0.19869 -1.80651 -1.28262
N 0.34402 1.13947 -2.00591
N -1.89212 0.97613 0.05180
C -3.88494 0.23118 1.14008
C -0.42074 -2.89807 -2.10926
C 3.49715 -1.76725 -1.73027
C -0.83844 -4.08313 -1.22923
C -0.21005 3.72608 1.32997
C -1.12518 3.28259 0.17869
C 3.27141 -1.02841 -0.45629
C -0.73697 -3.57453 0.20605
C 4.23362 -1.29565 0.65971
C -2.81050 0.03465 0.29331
C 0.46866 1.55968 -3.12183
C -2.07597 2.19376 0.57635
C -3.12854 2.46693 1.44747
C 0.50955 2.54563 1.97889
C -4.02711 1.46535 1.76150
C -0.33343 -2.13446 -0.00259
H -0.52223 2.92613 -0.66629
H -1.84739 -4.38092 -1.51873
H 0.52769 4.42598 0.93245
H -1.70380 4.14313 -0.16431
H 0.00756 -4.10554 0.80127
H 4.51398 -1.58499 -2.07207
H -2.69139 -0.90308 -0.23500
H 3.94147 -2.21659 1.16611
H 2.78614 -1.47182 -2.50265
H -4.83016 1.65139 2.45742
H -0.78404 4.23756 2.10250
H -0.20127 1.86476 2.45410
H -3.23835 3.45919 1.85950
H 1.87222 2.32423 0.59825
H -1.68011 -3.63338 0.74994
H -4.59378 -0.56293 1.31105
H 3.40722 -2.83812 -1.55755
H 5.24317 -1.42788 0.28331
H -0.18197 -4.92816 -1.42809
H 1.20592 2.91409 2.74455
H 4.20534 -0.49104 1.38960
```

The total energy is -2313.6343 Eh. As for the net charge: +1. The HOMO-LUMO gap (spin up / spin down) comes out at 7.46 / 9.11 eV. As for the spin multiplicity: 5. For the highest occupied orbital energy (spin up / spin down), the calculation gives -12.7 / -12.8 eV.

---

Entry 7:
Below is 2 unconnected molecules or ions with the total composition C16H21N2 in a non-equilibrium geometry, with properties calculated with ωB97M-V with the def2-TZVPD basis set.

```
39
C16H21N2 (ωB97M-V with the def2-TZVPD basis set)
N -2.76801 -1.04961 0.35074
N -1.48334 -1.00302 0.13557
C 2.07573 -0.84337 -1.43648
C 3.21838 3.29231 1.16864
C -3.51846 -2.29177 0.12467
C 2.43040 1.34197 -0.09419
C 3.36920 4.01929 -0.02069
C -0.65362 -0.03733 0.15517
C 2.43443 -2.25230 0.48016
C 3.06902 3.40575 -1.24911
C -5.02188 -0.38523 0.59097
C 2.40623 -0.97292 0.94096
C 2.61775 2.08081 -1.28234
C -3.59294 0.13607 0.39487
C -4.96706 -1.91997 0.44899
C 2.76930 1.96327 1.13893
C 1.93591 -0.05664 -0.11873
C 2.23751 -2.32906 -1.00714
H 1.19187 -0.71243 -2.06753
H -5.64563 -2.27584 -0.32725
H -3.50576 0.72521 -0.53592
H 2.72109 1.39483 2.06413
H 3.11027 -2.76160 -1.51388
H -3.42351 -2.62849 -0.92173
H 3.67656 5.06857 0.00799
H 2.44958 1.59616 -2.25356
H -5.69464 0.06332 -0.15066
H 0.42589 -0.21978 -0.12702
H 2.61319 -0.63918 1.96566
H 2.94529 -0.52989 -2.02517
H -0.94767 0.98038 0.49081
H 3.43155 3.75971 2.12861
H -3.13434 -3.09780 0.76765
H -3.26633 0.79743 1.21170
H 2.60579 -3.15130 1.07978
H 3.16386 3.96448 -2.18000
H 1.37089 -2.93927 -1.30855
H -5.26379 -2.38972 1.39169
H -5.38273 -0.10301 1.58229
```

The total energy is -731.4116 Eh. As for the net charge: +1. The HOMO-LUMO gap comes out at 5.94 eV. For the highest occupied orbital energy, the calculation gives -11.4 eV.

---

Entry 8:
Below is a molecular structure, C16H21N3O3ReS in a non-equilibrium geometry, with properties calculated with ωB97M-V with the def2-TZVPD basis set.

```
45
C16H21N3O3ReS (ωB97M-V with the def2-TZVPD basis set)
Re 0.87190 -0.39231 -0.50064
S -1.41285 0.52172 1.64288
O -2.60848 0.74449 0.79211
O 0.60436 -2.09293 2.13228
O 2.08847 1.11720 1.96968
N -0.05398 2.20546 0.05000
N 2.49374 -1.34739 -0.47835
N -1.32202 -2.29949 -0.10119
C 4.54224 -2.80805 -0.84853
C 1.06670 1.08782 -2.29192
C 1.70685 -0.13868 -2.50357
C 0.58480 -1.50972 1.13393
C 0.36046 3.29297 -0.01207
C -1.07279 -0.04201 -2.17634
C 0.94016 -1.33697 -2.49080
C -3.91277 -2.35273 0.11280
C 1.68051 0.61690 0.99343
C -0.44731 -1.27353 -2.35540
C 0.65838 4.70327 0.06010
C -1.21462 1.96521 2.68042
C -0.33294 1.12218 -2.21418
C -2.00057 -0.53697 2.96879
C -2.48432 -2.21287 -0.02478
C 3.42971 -1.92615 -0.86101
H 4.93040 -2.78663 0.17162
H -1.00526 -2.19666 -2.43461
H -4.13081 -3.11139 0.88252
H -4.35094 -1.38915 0.40151
H 1.30616 4.98908 -0.77578
H 1.40429 -2.30695 -2.61410
H 4.19504 -3.80188 -1.13799
H -0.76989 2.77168 2.09520
H -0.28992 5.26011 0.00837
H 5.29485 -2.45849 -1.56094
H -2.19233 2.26751 3.07209
H 2.76855 -0.13441 -2.70274
H 1.66600 1.99781 -2.27094
H -0.53567 1.70036 3.49358
H 1.15869 4.91918 1.01459
H -1.15884 -0.70332 3.63394
H -2.81399 -0.02091 3.48645
H -2.13860 -0.00216 -1.96005
H -2.32208 -1.49536 2.55524
H -0.84510 2.07416 -2.18644
H -4.33616 -2.67998 -0.84916
```

The total energy is -1486.8730 Eh. As for the net charge: +4. The HOMO-LUMO gap (spin up / spin down) comes out at 9.13 / 5.95 eV. As for the spin multiplicity: 4. For the highest occupied orbital energy (spin up / spin down), the calculation gives -23.0 / -23.3 eV.